This record from OMol25 describes 7 unconnected molecules or ions with the total composition C31H50N6O11. The level of theory is the ωB97M-V functional and the def2-TZVPD basis.

```
98
Properties=species:S:1:pos:R:3:forces:R:3:mulliken_charge:R:1
H -2.075613 -0.895966 -1.955465 -0.48 -1.41 0.69 0.3329
H 3.991219 5.081527 5.710101 0.40 -0.07 0.32 0.4125
C -4.583325 -4.456411 -2.516746 -2.91 -1.50 0.18 1.5354
H 6.799610 2.783624 -1.947012 -1.12 0.37 1.15 0.3097
O 4.074735 6.218559 0.831704 -2.32 -1.86 -2.01 -0.5801
O 0.719539 0.361558 0.431746 -1.00 -0.26 1.34 -0.1851
C -4.237880 -0.530560 2.706692 1.33 -3.46 3.13 -0.1045
O -0.569489 0.110459 2.293913 6.10 0.15 -0.33 -0.5865
C 3.873107 4.093161 -0.185156 2.19 -2.83 -2.43 0.1362
H -6.054705 -3.468389 -4.003943 0.90 -0.10 1.19 0.3947
H -3.557817 2.633376 3.088590 -1.00 0.34 0.83 0.3652
H -4.595695 -4.059708 -4.616339 1.00 -0.47 -1.25 0.4754
N 0.080941 3.085280 -3.074851 -0.18 -0.81 -1.56 0.2951
C -4.053863 1.816276 2.581284 0.85 0.44 -2.39 -0.8747
H -3.322155 1.805354 1.696645 -1.32 -0.54 0.56 0.1879
H -6.246964 -3.656529 -1.413450 -3.83 8.43 0.24 0.9512
C -3.203346 0.542682 4.509999 0.17 1.32 2.70 -0.6975
N 3.254548 5.376908 0.315186 3.20 -0.36 2.57 1.0663
O 5.924256 3.820117 2.270973 -0.94 0.37 3.35 -0.5097
H -1.958161 -6.578536 -1.398561 -1.14 -0.03 -0.38 0.3945
H -4.659358 -0.426819 1.803912 -1.78 0.51 -3.76 0.6835
H -4.114401 -3.524604 0.444994 3.09 1.68 -0.55 0.0864
C -5.795093 -4.459247 -1.454393 1.70 -4.84 -10.71 -2.8015
H -3.084709 -5.762709 -3.241124 2.86 0.18 -4.99 0.6623
H -3.504737 1.549194 5.196955 0.82 -3.03 -1.55 0.2916
O 0.457320 0.800183 -3.307880 -1.20 2.80 1.77 -0.7383
C 3.593254 4.235327 5.185670 -2.95 -2.11 -3.27 -0.7152
H 0.181393 4.549851 -1.731428 7.62 6.44 4.16 0.7702
H -2.109729 0.701868 4.209921 -1.30 -0.48 0.78 0.1815
H -1.295280 4.653442 -2.605160 0.95 0.01 -0.20 0.3424
C 5.835573 2.807119 -1.356041 -1.03 2.53 1.06 -0.5638
H -3.512776 -1.673934 0.020012 0.33 -2.96 0.10 0.2358
C -3.711640 -5.781462 -2.498257 -2.29 0.89 4.21 -1.2966
O 4.243136 -1.969742 1.973783 -1.81 0.87 -2.01 -0.6693
H -0.196340 3.508274 -5.296708 -0.07 -1.08 0.23 0.2859
H -2.385270 -2.688481 0.617173 6.17 -0.02 4.52 0.8174
H -3.251119 -6.011314 -0.335839 0.98 1.18 -1.46 0.3076
C 3.791865 1.482695 -0.603061 2.14 8.45 -0.78 -0.4145
H -1.346340 -4.564411 -2.438814 0.06 -0.31 -2.09 0.6409
N -3.929570 -3.221062 -2.255321 -1.82 6.17 0.81 0.8980
N 5.557866 4.182232 3.427455 1.03 2.66 -1.18 0.9142
H 5.640112 0.500490 -1.301438 -0.83 2.95 -0.60 0.1434
H -0.784824 -1.957614 -1.563521 -0.40 -0.46 0.25 0.2809
H 1.755123 4.384069 6.268264 -0.59 0.00 0.51 0.3712
H 1.536393 1.769815 2.752949 0.39 -0.04 0.39 0.1708
H 3.411701 -1.438491 -2.004963 2.10 2.24 -3.13 0.5359
C 2.096706 2.374761 3.485949 2.42 -0.27 -2.68 -0.2035
H 5.965565 -2.321409 -0.008972 -2.71 -1.61 -1.27 0.1962
O 2.063989 5.396535 0.452606 -0.59 0.48 -0.48 -0.5871
H -3.395852 -0.504456 5.061024 0.61 2.70 -1.23 0.2481
H -1.516562 -1.972009 -3.203653 -0.90 -0.99 2.48 0.3400
C 4.974727 -3.046964 -0.433464 3.35 3.92 3.22 -1.0269
C 3.060489 2.740607 -0.214568 10.13 0.70 -3.08 -1.2830
H -6.573885 -5.140203 -1.860777 0.65 0.14 -0.33 0.4697
C 4.229232 3.747299 3.934918 -2.81 -3.68 -1.27 0.0249
C -0.432978 4.075354 -2.202945 -8.07 -4.05 -3.79 -1.6093
H -4.227653 -6.739922 -2.520589 -0.86 0.55 -0.10 0.4005
H 0.745296 4.590960 -4.410219 0.28 -0.67 0.25 0.3637
C 0.541847 3.500421 -4.491865 -1.14 1.47 2.88 -0.9928
H 3.270172 0.636137 -0.512420 -1.73 -3.26 0.32 0.5347
H 1.968547 -1.399040 -1.146006 0.51 -0.03 0.57 0.1368
H 2.199536 2.645591 0.206308 -5.51 -0.27 2.44 1.7059
H 2.503396 -2.831451 -1.846658 -0.52 -2.52 -1.09 0.5338
C -2.702759 -3.153361 -1.444851 2.20 0.21 -0.05 1.5176
H 3.804566 2.357190 2.124916 1.49 -1.08 -2.70 1.1161
C 3.474139 -1.715446 1.003136 2.53 -1.57 2.34 -0.0817
C -1.862969 -4.574926 -1.526670 -4.70 2.88 -0.87 -1.9275
C 2.176233 3.845999 5.451603 1.50 -1.70 -3.14 -0.3424
C -5.276889 -4.255184 -3.840514 -4.44 -2.25 -1.16 -1.6337
C 1.362943 2.847127 4.543462 5.33 3.44 1.85 -0.5143
H -6.062042 -5.196272 -4.022906 2.78 1.92 0.13 0.3243
H -5.113508 1.874035 2.284515 0.64 1.25 -0.23 0.3642
H -1.434218 0.087651 2.451455 -5.62 -0.33 1.05 0.2048
C 2.866691 -1.992799 -1.386864 -0.97 0.42 4.06 -1.1503
H -0.041486 1.663292 -1.469836 -0.18 0.33 -1.47 -0.2623
C 3.510241 2.673343 3.031563 -2.89 4.95 8.35 -0.7096
C 5.279609 4.181060 -0.736064 -3.86 -4.84 -0.77 -0.8206
H 5.270657 -3.886604 0.158454 -1.22 -0.77 0.89 0.3617
N -4.018770 0.613333 3.324366 1.33 -0.92 1.64 0.0766
H -1.062993 -4.417696 -0.959700 2.86 0.34 3.56 0.9715
H 0.348390 2.553262 4.552027 -0.93 0.15 0.81 0.4903
C -2.735933 -5.770694 -1.352364 0.67 -1.83 2.37 -0.5071
C -0.466602 0.260396 0.920832 7.64 0.27 1.52 0.3245
O -4.576480 -2.105402 -2.525872 3.84 -5.84 1.17 -0.3145
C -1.781920 -1.984980 -2.025551 0.67 1.43 -2.26 -1.8017
N 3.751693 -2.263098 -0.217464 -1.13 -0.63 -0.72 0.1855
C 0.106221 1.806710 -2.600947 1.88 -2.71 -1.52 0.6905
C 5.142960 1.594929 -1.226879 -1.29 -1.79 2.27 -0.2389
H 1.446219 2.973663 -4.599746 0.87 -0.72 -0.98 0.3550
H -5.687355 -4.813409 -0.634229 2.56 -4.13 10.28 0.7717
O 6.151190 5.099939 4.077216 -1.40 -2.74 -1.30 -0.5881
H -0.893755 3.658104 -1.331215 -0.70 -1.31 0.36 0.4525
H 5.717095 5.163395 -0.862340 0.32 -0.33 0.17 0.5031
H 2.568310 -1.092569 1.146414 0.22 -0.20 -0.64 0.5263
C -3.155274 -2.848117 0.095146 -9.28 1.48 -5.83 -1.5890
O -3.994305 -1.684131 3.138500 -0.29 1.88 -0.55 -0.6792
H 5.296846 -3.287326 -1.391347 -0.51 0.04 -2.21 0.4355
O -1.460806 0.308922 0.330638 -7.10 0.11 -3.70 -0.5019
```
Forces are in eV/Å.

Output
strongest force on any atom = 11.87 eV/Å
frontier orbital gap = 3.730 eV
highest occupied orbital energy = -8.1 eV
electronic energy = -64395.7524 eV
ΔE to the lowest compared entry with this formula, charge and spin = 0.0000 eV

This record from OMol25 describes a molecular structure, C31H50O3P2RuS. The level of theory is the ωB97M-V functional and the def2-TZVPD basis.

```
88
Properties=species:S:1:pos:R:3:forces:R:3:mulliken_charge:R:1
H -2.348966 0.154841 3.115902 -0.03 0.09 -0.47 0.5470
C -3.893587 6.164948 2.152066 -0.21 0.11 0.27 -1.4504
H 2.515529 0.904791 -2.475741 -0.26 0.27 -0.27 0.5172
H 1.152335 1.875407 -3.138919 0.37 -0.01 -0.35 0.2945
C -3.121514 4.979562 -2.890796 -0.03 -0.29 0.07 -1.2596
H 6.436167 -5.313033 5.726756 -0.17 0.06 0.00 0.3560
H -3.329675 -1.026716 -1.673612 0.08 -0.24 0.16 0.4060
H 4.894567 -3.271914 6.759376 -0.23 0.02 -0.24 0.4165
H -1.037962 1.242175 -3.810296 -0.20 0.07 -0.16 0.3852
C 5.401940 -5.593831 5.490108 -0.18 -0.05 -0.39 -1.3413
H 0.926037 3.460165 1.397527 -0.05 -0.09 0.03 0.4824
H 4.950392 -5.973679 6.416350 0.06 0.19 -0.13 0.3613
H -2.912667 -1.755314 -0.093793 0.01 -0.08 -0.33 0.4398
C 1.016721 -0.767467 -0.924601 -1.02 -0.20 -0.80 0.0516
H 1.463892 0.206113 -3.734284 0.05 0.32 0.04 0.3021
C 0.143077 1.462831 1.188983 0.10 -1.32 2.52 -0.0911
H -3.656087 2.029956 -0.612548 0.19 -0.07 0.21 0.5827
P -1.511945 5.349139 -2.076169 -0.15 1.16 -0.46 1.0681
H 1.170732 1.073689 1.112625 -0.55 -0.10 -0.27 0.2545
H 3.438877 -1.397709 5.997373 -0.07 -0.02 -0.18 0.5134
C 0.587456 0.334290 -1.801884 -1.73 -1.87 0.32 1.6001
C 1.485413 0.869926 -2.855623 0.34 0.14 -0.13 -1.8812
H 5.420201 -6.407030 4.758218 0.05 0.15 0.17 0.3685
H -1.840375 7.865047 2.605338 0.26 0.00 -0.10 0.4760
H -2.930645 4.297211 -3.728813 -0.21 0.09 0.17 0.3680
H -2.879580 8.230437 0.150971 -0.13 0.02 -0.63 0.4881
H -0.462817 7.484674 1.520064 -0.09 -0.03 0.05 0.3374
C -1.953373 2.989315 0.237094 -3.20 0.79 1.16 0.9079
C -2.068236 0.897021 2.350496 -0.84 0.23 0.78 -1.7561
H 0.899796 -3.397933 0.006138 -0.25 0.11 -0.08 0.3997
H 2.651144 -0.263401 0.304749 0.20 -0.19 -0.24 0.2218
H 0.485063 5.954837 -3.311137 -0.20 0.06 -0.19 0.3588
C -1.247306 -1.030481 -1.212746 1.07 0.26 -0.09 0.3905
C 3.044207 -2.290013 4.074747 -0.62 0.83 -0.34 -0.1121
C -2.896510 7.224892 -0.301463 -0.07 0.42 0.58 -1.0269
H -0.921554 4.596975 1.276933 -0.54 -1.35 -0.01 -0.5336
C -0.566442 5.809003 -3.587064 0.13 0.13 0.06 -1.1970
H -4.804535 6.278667 1.550965 0.16 -0.06 0.21 0.3982
H 0.238989 2.792780 2.872536 0.13 -0.02 -0.20 0.2855
H -0.625618 4.976122 -4.299689 0.07 0.23 0.10 0.3711
H 4.327916 -5.265514 3.004791 -0.18 0.30 0.18 0.3450
H -1.972821 1.836637 2.894096 -0.29 -0.12 0.02 0.3815
P -2.426025 6.086228 1.065216 -1.03 0.45 -0.86 0.9430
C -0.894338 0.165550 -1.988923 2.30 -1.55 0.32 2.4733
C -3.193646 0.999668 1.266347 0.25 -1.10 1.03 -0.6434
C 4.425990 -3.301097 5.773986 -0.79 1.90 0.47 -0.5143
C -2.588714 -1.638088 -1.141246 -0.60 -0.22 0.02 -2.2604
C 2.413942 -0.972529 -0.502240 0.22 -0.06 0.35 -1.6518
C -0.090432 -1.594055 -0.637908 0.35 0.73 -0.19 -0.0965
H 2.545445 -1.975957 -0.079433 0.09 0.22 -0.13 0.2342
O 0.811742 -1.844091 2.991338 0.85 0.43 0.47 -0.7444
H -3.971758 5.236497 2.734352 -0.05 0.28 -0.07 0.3138
C -0.025070 -2.835016 0.194246 -0.09 -0.03 0.43 -1.1069
Ru -0.434501 1.931384 -0.937682 -0.75 1.08 0.48 -0.5215
H -0.873467 -3.501622 0.007325 0.14 0.10 -0.02 0.3786
H -1.770373 -0.374478 -3.879631 0.07 0.18 0.10 0.2889
H -0.008948 -2.578823 1.265254 -0.11 -0.25 -0.42 0.1058
H 3.121832 -0.827287 -1.329869 -0.13 -0.06 0.23 0.4886
O 2.617911 -0.215812 2.577921 -0.25 -0.73 0.66 -0.6331
H -1.014855 7.598721 -1.303953 -0.16 0.03 -0.08 0.4121
O 1.554754 -0.335467 4.800647 0.19 -0.33 -0.79 -0.7241
H -2.598679 0.923088 -2.998996 0.00 0.05 -0.33 0.3507
H -2.583828 -2.651156 -1.580958 -0.08 0.34 0.10 0.4401
H -3.944392 6.988936 -0.547439 0.34 0.05 -0.05 0.4378
H -2.432425 7.617049 -2.381867 0.26 -0.12 0.14 0.6321
C 3.627665 -2.241374 5.343028 1.22 -0.93 1.46 -0.4233
H 2.881467 -3.390276 2.215829 0.01 0.10 0.21 0.2929
C 3.309940 -3.368653 3.214737 0.94 -1.74 -0.38 -0.0876
H -2.273726 3.807597 -0.447234 0.77 -0.73 0.29 -1.1563
S 1.884648 -1.018305 3.560553 -0.34 0.29 0.39 1.7913
H -0.494149 -0.502659 1.796160 -0.08 0.22 -0.18 0.8800
H -1.879012 3.543707 2.347381 0.10 0.30 -0.36 0.6553
C -1.286259 7.063142 2.104227 0.25 0.18 0.09 -1.5296
H -3.587860 5.904377 -3.259498 0.08 -0.34 0.02 0.4253
C -1.972534 7.106675 -1.521925 0.32 -0.16 0.23 -1.2692
C 0.096970 2.858608 1.784849 0.13 -0.31 -0.20 -1.4977
H -4.158852 1.137610 1.788866 0.28 0.12 -0.31 0.5237
C -0.764972 0.551531 1.793772 1.74 0.05 -2.05 0.0782
C 4.632943 -4.419154 4.961028 0.48 -0.88 0.00 0.9391
H -3.792039 4.488366 -2.176203 -0.06 0.09 -0.20 0.3227
C -1.221873 3.538895 1.467875 0.94 0.53 0.02 0.1719
H -3.786827 7.014937 2.842439 -0.34 -0.26 -0.13 0.3836
H -0.961265 6.726816 -4.047263 0.15 -0.30 0.00 0.3944
H -0.846155 6.416299 2.873943 -0.09 0.10 -0.10 0.3777
H -3.270349 0.021713 0.763546 -0.13 0.26 0.17 -0.0470
C -2.976766 2.023587 0.246534 2.02 1.41 -0.60 -0.1611
C -1.613803 0.509229 -3.244364 -0.40 0.19 -0.14 -1.7785
C 4.108005 -4.417785 3.658036 -0.78 0.48 -1.11 -0.9154
```
Forces are in eV/Å.

Output
spin multiplicity = 6
strongest force on any atom = 3.49 eV/Å
frontier orbital gap (alpha / beta) = 6.536 / 2.892 eV
charge = +1
highest occupied orbital energy (alpha / beta) = -9.1 / -9.7 eV
electronic energy = -71081.5464 eV
ΔE to the lowest compared entry with this formula, charge and spin = 0.0000 eV

- What is the formula in the first record?
  C31H50N6O11